No. 1
88
Properties=species:S:1:pos:R:3:forces:R:3:mulliken_charge:R:1 method="wB97M-V/def2-TZVPD" energy_ev=-94630.680 de_lowest_kj_mol=454.8
Tl 2.2720 0.5853 -0.2288 -0.354 0.639 -0.080 0.82
Cl 2.6958 2.7196 -1.6880 0.253 0.037 0.429 -0.57
Cl -0.2225 -2.6260 -3.1411 1.052 -1.203 -0.119 -0.48
Si -0.8627 -0.7965 -2.4980 -2.632 1.336 0.023 1.54
F 3.7356 0.4889 2.6976 -0.654 0.614 0.445 -0.23
F 2.4945 2.2684 6.9346 -0.039 -0.097 -0.863 -0.32
F -0.0254 3.4298 3.0911 0.774 -0.575 0.318 -0.24
F 0.4032 3.6110 5.7598 0.568 -0.517 -0.412 -0.38
F 4.1754 0.7357 5.3752 -0.515 0.297 -0.266 -0.31
O -0.5761 0.2105 4.6821 -0.066 -0.337 1.986 -0.59
O -3.3999 -2.7968 1.1149 0.543 -0.444 0.916 -0.60
O -0.0783 1.9229 0.3659 0.439 0.475 -0.066 -0.27
O 1.5157 -0.2657 -2.2413 -0.977 -0.039 -0.352 -0.47
N -1.1411 3.9273 0.2803 0.383 -0.504 0.057 0.36
N -1.7684 -4.3085 1.6517 -0.322 0.259 0.268 0.16
N -1.7928 0.4617 6.6188 0.477 -0.219 -0.025 0.17
C 0.6652 -0.4245 -5.4834 -0.059 -0.082 -0.231 0.28
C 3.1417 1.3889 4.8170 -0.004 -0.196 -0.894 0.44
C 3.1258 -3.8152 -5.0564 0.428 -0.659 -0.255 -1.53
C -0.7057 0.0615 5.9106 -0.339 0.462 -1.582 0.04
C 2.8945 1.2808 3.4191 1.140 -0.678 1.021 0.71
C 0.2383 1.6323 -6.6919 0.102 0.071 0.095 -0.55
C -1.6632 -4.7992 0.2905 0.059 0.098 -0.168 -0.91
C 1.8515 1.9588 2.8741 0.105 -0.093 0.082 -0.24
C -2.3870 3.2705 0.6352 -0.190 -0.220 -0.089 -0.82
C 0.0102 0.2661 -6.5110 0.208 0.044 0.250 -1.09
C -1.1300 5.3475 -0.0416 0.428 0.107 -0.318 -0.89
C -0.8744 1.0712 -2.7899 1.443 0.976 0.095 -1.14
C 3.1421 -2.5956 -2.3822 0.015 -0.263 0.155 -1.39
C -2.9074 1.1089 5.9628 -0.099 0.224 -0.058 -0.91
C 2.7971 -2.3849 -4.8269 0.262 0.438 0.549 0.10
C -2.3886 -0.8735 -3.6758 -0.551 -0.263 0.366 -1.43
C 2.3048 2.1742 5.5997 -0.350 0.241 0.251 0.46
C 2.7355 -1.8358 -3.6023 -0.512 0.249 -1.394 0.06
C 1.5293 0.2571 -4.6175 -0.212 0.109 0.186 0.58
C 1.1255 2.3091 -5.8483 -0.012 -0.310 0.235 -0.81
C 1.7365 1.6252 -4.7938 0.116 0.111 -0.201 -0.32
C 2.2521 -0.3914 -3.4167 1.653 -0.690 -0.253 -0.24
C -2.6608 -3.3212 1.9432 -0.062 -0.060 -0.592 0.17
C -1.1317 -1.0507 -0.6643 -0.163 0.089 0.399 -0.96
C -0.0489 3.1466 0.1626 -0.375 0.152 0.034 -0.50
C 1.2384 2.8600 5.0105 -0.148 -0.062 -0.765 0.13
C -1.7929 0.4365 8.0706 0.017 0.051 -0.050 -0.85
C -0.8444 -4.8197 2.6534 -0.086 0.338 -0.184 -0.85
C 1.0192 2.7393 3.6166 -0.892 0.911 0.983 -0.10
H -1.0577 -4.1291 -0.3390 -0.164 -0.198 0.107 0.26
H -0.8726 1.2906 -3.8515 -0.079 -0.045 -0.247 0.43
H 0.8789 3.6599 -0.1411 -0.244 -0.029 0.078 0.46
H -1.8037 1.4823 -2.3781 -0.047 -0.533 0.119 0.67
H 2.4681 -4.4974 -4.4851 0.280 0.300 -0.164 0.25
H -2.1034 -1.5240 -0.4521 0.284 0.013 -0.166 0.25
H -2.6407 -3.0519 3.0255 -0.133 0.020 -0.422 0.23
H 2.6404 -1.7898 -5.7258 -0.143 -0.069 0.395 0.57
H -1.0036 -0.2404 8.4112 -0.184 0.132 0.061 0.29
H 3.0305 -4.0698 -6.1206 -0.002 0.007 0.298 0.37
H -1.1898 -5.7829 0.3313 -0.076 0.092 -0.148 0.34
H -3.1108 -1.5931 -3.2804 -0.093 -0.133 -0.228 0.39
H 0.5304 -1.5078 -5.3992 -0.093 0.627 0.080 0.62
H 2.8079 -2.0981 -1.4669 0.073 -0.245 -0.143 0.01
H 0.0600 -0.4245 6.5448 -0.081 0.087 -0.180 0.34
H -2.7676 0.0853 8.4320 0.258 -0.032 -0.033 0.29
H -1.1177 -0.1066 -0.1053 -0.039 -0.051 -0.274 0.24
H -3.1226 4.0378 0.8920 0.098 -0.239 0.013 0.36
H -0.2719 2.1745 -7.4896 0.163 -0.182 0.174 0.38
H -2.8974 0.0915 -3.7961 0.078 -0.243 0.162 0.37
H -3.8325 0.7945 6.4568 0.084 -0.005 -0.168 0.33
H -2.6623 -4.8855 -0.1504 0.237 0.067 0.080 0.31
H -1.2707 -4.6353 3.6466 0.204 -0.201 -0.166 0.31
H -2.7580 2.6737 -0.2134 0.008 0.136 0.302 0.19
H -0.3644 -1.6777 -0.1995 0.015 -0.131 -0.161 0.21
H 2.7370 -3.6158 -2.3992 -0.031 0.240 0.097 0.36
H 4.2342 -2.7050 -2.3545 -0.103 0.081 0.067 0.34
H -0.6699 -0.2783 -7.1721 0.240 0.224 0.221 0.37
H 4.1697 -4.0266 -4.7721 -0.271 -0.128 -0.003 0.33
H 1.3559 3.3655 -5.9872 -0.216 -0.244 -0.020 0.42
H -2.9208 0.8296 4.9063 0.010 0.066 0.226 0.27
H -1.1097 5.5125 -1.1324 -0.107 -0.031 0.353 0.31
H -0.0582 1.6371 -2.3617 0.232 0.192 0.156 -0.08
H -0.2313 5.8190 0.3851 -0.375 -0.077 -0.091 0.33
H 3.1856 0.2021 -3.3020 -0.403 0.168 0.127 0.62
H 2.3829 2.1422 -4.0763 -0.271 -0.123 -0.463 0.19
H -2.0874 -1.1934 -4.6802 0.026 -0.076 0.224 0.30
H -2.0315 5.8199 0.3678 0.377 -0.135 -0.046 0.28
H -0.6886 -5.8895 2.4783 -0.120 0.159 0.260 0.29
H -2.8364 2.2031 6.0497 0.016 -0.185 -0.087 0.30
H -2.2150 2.5934 1.4834 -0.128 0.221 -0.246 0.25
H 0.1320 -4.3200 2.5901 -0.117 -0.096 0.038 0.30
H -1.6152 1.4378 8.4922 -0.017 -0.220 -0.105 0.31



No. 2
80
Properties=species:S:1:pos:R:3:forces:R:3:mulliken_charge:R:1 method="wB97M-V/def2-TZVPD" multiplicity=3 energy_ev=-101633.698 charge=+1 de_lowest_kj_mol=0.0
Ni 0.3185 2.1527 -0.2412 -0.160 -0.159 0.086 0.19
Cl 0.0577 3.8708 -1.7346 -0.052 0.168 -0.198 -0.48
P 2.6543 1.9227 -0.7637 0.236 -0.014 0.107 1.23
O 0.8022 3.4854 1.3452 0.191 -0.088 0.195 -0.21
N -0.9986 4.1992 2.4838 -0.093 -0.029 -0.029 -0.06
N 0.4912 0.4450 1.0268 -0.052 0.029 0.176 0.91
N -1.9125 2.3852 0.2455 0.004 -0.068 -0.015 0.44
N -0.1496 0.5408 -1.5225 -0.032 0.075 -0.189 1.08
C 0.6547 -3.1921 3.3581 -0.009 0.023 -0.055 1.87
C 0.9969 -0.6929 3.0620 0.018 0.033 0.052 -1.14
C 0.1863 -1.9093 1.1984 -0.004 -0.077 -0.003 -0.07
C 0.1481 -0.7247 0.4784 -0.008 0.122 -0.137 -0.52
C 3.3420 2.9331 -2.1058 -0.047 -0.008 -0.005 -1.37
C 0.9205 0.4499 2.2936 -0.009 -0.100 -0.094 -1.30
C -2.4976 2.5518 1.4385 0.066 0.044 -0.018 0.69
C -0.0781 -3.0231 -5.0746 0.029 -0.008 -0.023 -1.61
C -0.5161 -1.8016 -1.7111 -0.010 -0.108 0.011 0.01
C 0.1622 4.4159 1.8469 0.000 -0.021 -0.157 0.56
C 3.1944 0.2403 -1.2379 -0.009 0.007 0.005 -1.34
C -1.5955 2.8751 2.6017 0.028 0.023 0.006 -0.55
C -4.6838 2.3301 0.4954 -0.003 0.004 -0.001 -0.40
C -2.5066 -2.6885 -4.5349 -0.029 -0.009 -0.011 -1.60
C 2.0779 -3.3909 3.8979 0.049 -0.003 0.002 -1.61
C -1.1070 -2.9064 -3.9410 0.001 0.015 0.037 1.87
C -0.3627 0.6562 -2.8372 0.018 -0.009 0.050 -1.48
C -2.7033 2.2514 -0.8211 0.047 0.001 0.015 -0.14
C -0.6619 -0.4288 -3.6361 -0.018 0.042 -0.039 -0.64
C 0.2615 -4.4270 2.5447 -0.005 0.007 -0.011 -2.05
C -0.3241 -3.0364 4.5307 -0.031 -0.008 0.034 -1.60
C 0.6609 5.8301 1.8029 -0.051 0.054 0.017 -1.59
C 0.6078 -1.9194 2.5202 0.032 -0.058 0.072 0.00
C -4.0852 2.2125 -0.7456 -0.034 0.001 0.010 -1.13
C 3.7862 2.2861 0.6236 -0.034 -0.002 -0.023 -1.34
C -3.8727 2.5181 1.6040 -0.043 0.013 -0.011 -0.81
C -1.1059 -4.2092 -3.1397 -0.002 0.001 0.011 -2.06
C -0.7578 -1.7023 -3.0753 0.000 -0.035 -0.058 -0.13
C -0.2082 -0.6721 -0.9702 0.050 0.102 0.184 -0.26
H -0.3022 -3.9011 -5.6836 0.007 0.036 0.014 0.45
H -0.1056 -2.8300 0.7196 0.003 0.012 0.017 0.57
H -0.7885 2.1505 2.6654 -0.040 0.044 0.000 -0.34
H -1.3528 -5.0392 -3.8029 0.005 0.021 0.019 0.42
H 1.2113 1.4172 2.6878 0.031 -0.032 -0.038 0.88
H -3.2559 -2.5892 -3.7457 0.024 -0.006 -0.032 0.36
H -2.5456 -1.7928 -5.1579 0.000 -0.036 0.026 0.35
H 2.8040 -3.4426 3.0830 -0.025 -0.008 0.033 0.37
H -0.0597 -2.1895 5.1671 -0.010 -0.032 -0.024 0.35
H 4.2740 0.2217 -1.3993 -0.028 -0.041 -0.008 0.51
H 2.1284 -4.3271 4.4575 0.002 0.044 -0.011 0.46
H 1.5200 5.8821 1.1419 -0.012 -0.012 -0.001 0.30
H 2.8150 2.7144 -3.0342 0.001 0.010 0.003 0.37
H -2.7790 -3.5427 -5.1582 0.007 0.035 0.018 0.45
H -2.2008 2.2010 -1.7759 0.013 -0.014 -0.003 0.44
H 2.6947 -0.0691 -2.1585 0.010 0.016 0.035 0.29
H -1.5306 4.9974 2.7889 -0.003 0.001 0.032 0.27
H -0.1248 -4.4167 -2.7036 -0.043 0.005 -0.025 0.43
H 2.9437 -0.4748 -0.4503 0.008 0.036 -0.028 0.27
H -4.6699 2.1008 -1.6483 0.013 0.000 0.021 0.46
H -1.3453 -2.8893 4.1712 0.033 -0.007 0.019 0.36
H -0.2847 1.6629 -3.2356 -0.008 -0.013 0.042 0.65
H 4.4069 2.7263 -2.2245 -0.005 0.031 -0.028 0.48
H -0.3063 -3.9377 5.1472 -0.002 0.040 -0.019 0.45
H -2.1595 2.8376 3.5307 -0.018 0.001 0.044 0.59
H -0.5572 -2.7631 -1.2234 -0.005 0.024 -0.041 0.56
H 0.9340 -4.5854 1.6970 -0.029 0.002 0.047 0.43
H -4.2995 2.6520 2.5898 0.008 -0.002 -0.017 0.44
H 0.3208 -5.3109 3.1810 -0.003 0.027 -0.014 0.42
H -0.1180 6.4967 1.4274 0.038 -0.031 0.025 0.44
H -5.7611 2.3002 0.5985 0.025 -0.001 0.002 0.43
H 3.6022 1.5880 1.4427 0.000 0.029 -0.015 0.30
H -0.0934 -2.1511 -5.7310 0.005 -0.032 0.033 0.33
H 0.9447 6.1592 2.8049 -0.007 -0.006 -0.047 0.37
H 3.1838 3.9875 -1.8840 -0.008 -0.006 0.005 0.36
H 0.9336 -3.1340 -4.6770 -0.037 -0.003 -0.018 0.38
H -0.7642 -4.3598 2.1720 0.046 -0.008 0.021 0.41
H -1.8510 -4.1956 -2.3396 0.030 -0.003 -0.037 0.40
H 2.3769 -2.5862 4.5722 -0.014 -0.025 -0.039 0.33
H 3.6034 3.2978 0.9872 -0.009 -0.042 -0.019 0.30
H 1.3576 -0.6189 4.0807 -0.028 -0.003 -0.061 0.52
H 4.8276 2.1948 0.3091 -0.016 -0.001 0.022 0.48
H -0.8231 -0.2689 -4.6949 0.009 -0.010 0.057 0.51



No. 3
91
Properties=species:S:1:pos:R:3:forces:R:3:mulliken_charge:R:1 method="wB97M-V/def2-TZVPD" multiplicity=2 energy_ev=-115079.309 de_lowest_kj_mol=152.9
Sb 0.3048 -4.1848 -3.1489 0.140 0.224 -0.162 2.10
Ti 0.3599 -0.6210 -0.7531 -2.151 -1.765 1.300 -1.38
Si -1.5534 -1.3324 1.5009 0.141 0.062 -0.079 0.96
Si 0.7105 0.4928 2.8757 0.027 -0.111 0.026 0.29
Si 1.2269 -2.4581 2.2070 0.064 -0.022 0.078 0.97
F -0.3469 -2.8010 -1.9606 0.076 -0.051 -0.128 -0.45
F 0.9321 -5.5206 -4.3011 0.046 -0.116 0.004 -0.52
F -1.0620 -5.2779 -2.4911 -0.106 -0.104 0.107 -0.57
F 1.7691 -3.0648 -3.6406 0.054 -0.085 -0.005 -0.66
F 1.4903 -4.7438 -1.7718 0.291 -0.175 0.245 -0.68
F -0.7653 -3.4512 -4.4927 -0.138 0.096 -0.104 -0.57
O 0.0342 1.2847 -0.2952 0.054 1.492 0.227 0.73
O 1.7292 -2.0560 -0.8736 0.637 -0.566 0.029 1.80
O 3.7676 -2.8103 -1.3607 -0.143 0.463 -0.195 -0.65
O 0.4281 3.3878 -0.8136 0.161 -0.434 0.097 -0.23
O -1.5244 -1.2107 -0.2285 -0.100 -0.138 -0.278 0.49
N -2.4412 1.4592 -1.5096 -0.105 -0.106 0.017 0.66
N 2.1739 0.2966 -0.9761 1.001 0.623 -0.530 1.07
N 0.0089 -0.0073 -2.6665 0.229 0.148 -0.488 2.07
C 0.8064 2.1305 -0.7298 0.241 0.112 -0.208 -1.01
C -3.2354 5.9946 -0.6786 -0.002 -0.054 -0.007 -0.66
C 4.4465 1.5702 -1.8484 -0.285 -0.054 0.092 -1.16
C -2.1901 -3.0391 1.8897 -0.096 -0.092 0.039 -1.52
C -2.0778 4.8578 1.0890 0.003 0.051 -0.033 -0.69
C -3.6038 4.7661 -1.2168 0.028 0.060 0.003 -0.64
C -0.7693 0.6879 -4.6738 0.273 -0.094 -0.272 -0.91
C 1.0789 -3.1191 3.9699 -0.055 -0.048 0.020 -1.47
C 1.5571 0.0248 4.4898 -0.019 -0.039 0.127 -1.45
C -0.6348 1.6455 3.4821 -0.093 0.066 -0.014 -1.10
C -3.6212 2.2515 -1.2037 0.076 0.035 0.004 -1.65
C -2.9385 -0.1885 1.9789 -0.066 0.199 -0.010 -1.63
C 2.1726 1.6271 -1.1237 -0.296 -0.074 0.136 1.08
C -2.6579 -1.5846 -1.0384 0.260 0.023 0.106 -1.57
C -1.0028 0.6768 -3.3156 -0.171 0.150 0.131 -0.26
C 3.2914 2.3017 -1.5558 0.195 0.147 -0.073 -0.83
C 2.0040 1.6621 2.1403 0.161 -0.045 -0.048 -0.72
C 2.9070 -1.8524 -1.1663 0.136 -0.175 0.104 -0.29
C 0.8169 -3.9660 1.1651 -0.008 -0.112 -0.085 -1.15
C 3.2645 -0.4161 -1.2838 -0.080 0.043 0.048 -0.52
C 4.4320 0.1894 -1.7165 0.142 -0.071 0.019 -0.79
C -3.2159 3.5783 -0.6116 -0.138 0.117 0.065 0.68
C -2.4438 3.6392 0.5447 -0.030 -0.013 0.002 1.07
C 0.1859 -0.9578 1.8386 0.345 0.306 -0.618 1.09
C -2.1286 1.3775 -2.7342 -0.055 -0.081 -0.223 -0.54
C -2.4722 6.0433 0.4767 0.015 -0.034 0.035 -0.60
C 0.4437 -0.0005 -4.8993 -0.246 0.102 0.078 -1.63
C 3.0671 -2.0508 1.9786 0.077 0.096 0.018 -1.07
C 0.8789 -0.3988 -3.6601 -0.051 0.363 0.180 -0.42
H 1.7774 -0.9467 -3.4403 -0.063 -0.070 0.018 0.29
H -3.5272 -1.0362 -0.6802 -0.072 -0.041 -0.063 0.22
H 3.2212 -1.1798 1.3349 0.034 -0.005 0.031 0.01
H 3.2647 -3.6508 -1.4508 -0.119 -0.078 0.025 0.38
H 1.1052 3.9744 -1.1761 0.077 -0.098 -0.015 0.34
H -3.8862 -0.6679 1.7233 -0.021 0.018 -0.019 0.51
H 0.0416 -3.0748 4.3094 -0.032 -0.027 0.043 0.31
H 0.9272 -0.2028 -5.8394 0.003 -0.017 -0.030 0.50
H -1.1770 2.1801 2.7049 -0.033 -0.018 -0.040 0.24
H 2.4813 -0.5368 4.3639 0.028 -0.004 0.003 0.37
H 3.6302 -2.8909 1.5653 -0.032 -0.022 -0.019 0.40
H -3.5514 6.9106 -1.1605 -0.002 0.013 -0.012 0.37
H -2.4420 -1.3207 -2.0695 -0.047 -0.033 0.019 0.38
H 3.2966 3.3774 -1.6772 -0.039 -0.004 0.013 0.44
H 2.8578 1.1144 1.7319 0.026 0.072 -0.054 0.30
H -0.1526 2.3872 4.1246 -0.008 0.035 -0.012 0.40
H -2.8882 0.7608 1.4454 0.036 0.042 0.024 0.23
H -3.2706 -3.0858 1.7384 -0.018 0.026 0.023 0.44
H -2.1193 2.7198 1.0119 -0.018 -0.025 -0.038 -0.50
H 5.2987 -0.4100 -1.9576 -0.012 -0.021 0.004 0.64
H -2.7971 -2.6614 -0.9567 -0.091 0.012 -0.032 0.41
H 2.3770 2.2948 2.9490 0.035 -0.041 0.051 0.69
H 5.3373 2.0762 -2.1900 0.007 0.013 -0.003 0.47
H 3.5198 -1.8119 2.9417 0.059 0.023 -0.002 0.51
H 1.3823 -4.1690 3.9907 0.004 -0.019 -0.041 0.43
H -2.7362 1.8718 -3.5081 -0.057 -0.015 0.060 0.26
H 1.8076 0.9511 5.0137 -0.010 0.019 0.003 0.39
H -1.3566 1.1093 4.0948 -0.100 0.001 0.070 0.30
H 1.7304 -4.4562 0.8221 0.029 -0.016 0.053 0.31
H 1.6886 -2.5886 4.6954 0.015 0.029 0.038 0.44
H 0.2855 -4.6822 1.7928 -0.038 -0.070 -0.037 0.54
H -1.4138 1.1451 -5.4085 0.014 0.015 -0.014 0.54
H -1.4856 4.8846 1.9953 0.011 0.002 0.020 0.46
H -2.1919 6.9972 0.9044 0.006 0.007 0.005 0.42
H 0.2216 -3.7886 0.2734 -0.033 0.022 -0.025 -0.18
H 1.6113 2.3433 1.3902 0.013 0.067 0.025 0.01
H -1.7391 -3.8226 1.2900 0.051 -0.074 -0.041 0.38
H 0.8975 -0.5531 5.1375 -0.004 -0.014 0.045 0.31
H -4.2016 4.7317 -2.1199 -0.015 0.008 -0.009 0.36
H -1.9960 -3.2685 2.9400 -0.021 -0.045 0.032 0.32
H -4.2352 1.6938 -0.4898 0.022 0.028 0.028 0.27
H -2.9578 0.0156 3.0458 -0.035 0.020 0.118 0.45
H -4.2385 2.4344 -2.0933 0.010 -0.026 -0.018 0.56